The following is a DFT calculation (ωB97M-V with the def2-TZVPD basis set) of a structure of composition C17H23N3O in a non-equilibrium geometry.

The geometry in ORCA input format:
```
! wB97M-V def2-TZVPD RIJCOSX def2/J DEFGRID3
* xyz 0 1
O -1.58489 -2.36772 1.26423
H -1.83117 -1.81571 0.46103
C -0.40819 -1.58043 1.72727
C 0.43999 -0.99298 0.73858
C -0.38435 -0.13950 -0.23907
N -1.41135 -0.73621 -0.90209
C -0.73474 -1.60139 -1.74840
C 0.11089 -2.54343 -1.30734
C 1.03935 -1.92278 -0.26641
H 1.60480 -2.78317 0.40632
H 1.81577 -1.20957 -0.69363
H -0.67246 -3.12737 -0.77600
H 0.71547 -3.33568 -2.02522
H -1.35556 -1.84149 -2.55102
H 0.03819 -0.87906 -2.64957
C -2.35264 0.24520 -1.46175
C -3.11077 0.77546 -0.51658
C -4.01970 0.35744 0.47474
C -4.40030 1.63320 1.00077
N -4.06180 2.69568 0.67891
N -3.25656 2.27692 -0.50888
H -2.85113 3.07733 -0.80818
H -5.20243 1.66274 1.93862
H -4.24810 -0.57155 0.75983
H -2.91109 -0.13189 -2.51567
H -1.66936 1.07183 -2.18806
H -0.95985 0.52307 0.57010
H 0.32793 0.80863 -0.71729
C 1.34192 -0.24203 1.74645
C 2.45154 0.56948 0.93205
C 3.63341 0.16513 0.39341
C 4.49911 0.77382 -0.41456
C 4.28188 2.15596 -0.58955
C 3.04203 2.55859 -0.20451
C 2.12529 1.87247 0.55285
H 1.28280 2.59916 0.92988
H 2.87249 3.72486 -0.58731
H 4.95717 2.71801 -0.91540
H 5.44314 0.39489 -0.58843
H 3.74060 -0.83998 0.79872
H 0.95762 0.37579 2.47632
H 1.81368 -0.87407 2.47546
H -1.05503 -0.95335 2.48260
H -0.05361 -2.54630 2.36678
*
```

Computed properties:
E_LUMO, Eh: 0.02010
ΔE to the lowest compared entry with this formula, charge and spin, kcal/mol: 335.16
Calculated total energy, eV: -24507.4802
HOMO energy, eV: -9.079
Molecular weight, g mol⁻¹: 285.4
Frontier orbital gap, eV: 9.63

***

The following is a DFT calculation (ωB97M-V with the def2-TZVPD basis set) of the molecule C17H23N3O3 in a non-equilibrium geometry.

The geometry in ORCA input format:
```
! wB97M-V def2-TZVPD RIJCOSX def2/J DEFGRID3
* xyz 0 1
C 5.31542 -1.85854 -0.42310
C 4.23339 -0.98758 0.23026
C 4.50506 -0.80035 1.70609
C 4.08816 0.32437 -0.52194
C 2.85149 1.16282 -0.07359
N 1.67764 0.43072 -0.37132
C 0.42592 0.63165 0.06374
O 0.02871 1.60469 0.70638
C -0.55893 -0.46449 -0.40396
N 0.16504 -1.69498 -0.82497
C -1.62018 -0.75378 0.73453
C -2.81162 0.20781 0.79416
C -2.93785 1.50970 1.23280
N -4.16798 2.04654 0.89662
C -4.91546 1.06903 0.24576
C -6.17412 1.14035 -0.32812
C -6.66746 -0.02515 -0.98166
C -5.94304 -1.20967 -0.98563
C -4.62266 -1.19950 -0.47797
C -4.09352 -0.06472 0.14843
C 2.76625 2.52034 -0.80070
O 3.64768 2.88591 -1.54872
O 1.73217 3.24987 -0.47258
H 6.23625 -1.35121 -0.46993
H 5.04404 -2.13057 -1.41411
H 5.36962 -2.81789 0.14622
H 3.29505 -1.52986 0.12557
H 5.39120 -0.11868 1.81003
H 4.80188 -1.73927 2.16402
H 3.62831 -0.33137 2.23258
H 3.89728 0.16457 -1.54828
H 4.97426 0.91234 -0.37835
H 2.88530 1.31455 0.96315
H 1.81105 -0.49108 -0.75607
H -1.11494 -0.14514 -1.27690
H 0.45049 -2.36018 -0.14060
H -0.26259 -2.26354 -1.57440
H -0.99494 -0.75624 1.67212
H -2.04283 -1.75208 0.63865
H -2.15693 2.07154 1.71214
H -4.39561 3.00244 1.13249
H -6.76907 2.05539 -0.27377
H -7.62422 0.00637 -1.45975
H -6.41031 -2.13477 -1.36421
H -4.00681 -2.09532 -0.57968
H 1.06936 2.76495 0.09453
*
```

Computed properties:
E_LUMO, Eh: 0.01738
ΔE to the lowest compared entry with this formula, charge and spin, kcal/mol: 32.71
Calculated total energy, eV: -28616.1338
HOMO energy, eV: -7.800
Structure (SMILES): CC(C)C[C@H](NC(=O)[C@@H](N)Cc1c[nH]c2ccccc12)C(=O)O
Molecular weight, g mol⁻¹: 317.4
Frontier orbital gap, eV: 8.27

***

The following is a DFT calculation (ωB97M-V with the def2-TZVPD basis set) of the molecule C17H23N3O3 in a non-equilibrium geometry.

The geometry in ORCA input format:
```
! wB97M-V def2-TZVPD RIJCOSX def2/J DEFGRID3
* xyz 0 1
C 5.24416 0.44753 1.83892
C 4.41820 1.21724 0.77370
C 4.19224 0.39287 -0.51852
C 3.70116 1.31446 -1.59614
C 3.33010 -0.95254 -0.47137
N 3.06402 -1.54303 -1.77423
C 2.01978 -0.73173 0.28525
O 1.92798 -0.53917 1.49792
N 0.88873 -0.66957 -0.46279
C -0.43754 -0.35094 0.18847
C -1.48270 0.16192 -0.82272
C -2.76069 0.77752 -0.29207
C -2.93220 2.01128 0.32889
N -4.26207 2.13599 0.66922
C -5.03949 1.05906 0.21240
C -6.31261 0.60857 0.52579
C -6.66218 -0.67681 0.12347
C -5.75903 -1.51197 -0.53997
C -4.43745 -1.10808 -0.75628
C -4.06460 0.16388 -0.34001
C -0.90653 -1.70401 0.87771
O -1.84121 -2.41192 0.54875
O -0.39353 -1.85863 2.13722
H 4.73754 -0.44782 2.15833
H 6.15648 0.04264 1.27421
H 5.60244 1.00448 2.74158
H 3.39510 1.48666 1.09311
H 4.97417 2.08832 0.44008
H 5.11924 -0.01258 -0.89343
H 3.39812 0.76709 -2.46048
H 2.88277 1.85631 -1.15219
H 4.38806 2.12700 -1.90444
H 3.94772 -1.53532 0.17207
H 2.47363 -2.30386 -1.53935
H 3.93917 -1.93712 -2.10526
H 1.11756 -0.56210 -1.42361
H -0.29725 0.38727 0.99442
H -0.90903 1.01995 -1.29921
H -1.67899 -0.69401 -1.50776
H -2.22178 2.78123 0.61223
H -4.59937 3.03988 0.93974
H -6.99413 1.23964 1.01836
H -7.71729 -0.91809 0.15426
H -5.98115 -2.57599 -0.80033
H -3.67358 -1.71189 -1.20383
H 0.44602 -1.37359 2.25786
*
```

Computed properties:
E_LUMO, Eh: 0.02223
ΔE to the lowest compared entry with this formula, charge and spin, kcal/mol: 51.64
Calculated total energy, eV: -28615.3128
HOMO energy, eV: -7.769
Structure (SMILES): CC[C@H](C)[C@H](N)C(=O)N[C@@H](Cc1c[nH]c2ccccc12)C(=O)O
Molecular weight, g mol⁻¹: 317.4
Frontier orbital gap, eV: 8.37